Record 1
A structure of composition C33H36LuN4O4PS at a distorted geometry. Source: the OMol25 dataset; level of theory: ωB97M-V/def2-TZVPD.

Last column: Löwdin charge in e.
Element x y z (Å)
Lu  -11.784491  -12.794289  7.020236  1.4794
N  -12.676218  -11.252271  5.443481  -0.0755
C  -13.558801  -10.333343  6.104031  -0.2602
C  -14.489210  -11.106974  6.985563  -0.2370
N  -13.734261  -11.781571  8.029971  -0.1909
C  -13.548608  -11.011285  9.267400  -0.1952
C  -12.069252  -10.920314  9.565950  -0.2484
N  -11.505624  -12.235631  9.343326  -0.0459
H  -13.141933  -11.704232  4.659954  0.1081
H  -11.854003  -10.749446  5.119507  0.0727
H  -13.000020  -9.568668  6.656741  0.1240
H  -14.162453  -9.704755  5.344719  0.1470
H  -15.314950  -10.559557  7.358268  0.1042
H  -15.031579  -11.901767  6.418141  0.1345
H  -14.151430  -12.723250  8.209834  0.0556
H  -13.938411  -9.947168  9.229967  0.1418
H  -14.059061  -11.578626  10.075665  0.1285
H  -11.686549  -10.196479  8.822893  0.1121
H  -11.910048  -10.485349  10.537781  0.1146
H  -10.491324  -12.163137  9.153927  0.0918
H  -11.517565  -12.806259  10.169262  0.0879
O  -9.555680  -10.140945  5.270443  0.0629
C  -9.312689  -10.779153  6.275648  -0.6369
O  -10.124425  -11.363264  7.132913  -0.2276
C  -7.931248  -10.879955  6.710279  -0.1584
C  -7.729655  -10.111873  7.872753  0.0049
C  -6.415489  -10.075159  8.417587  -0.0837
C  -5.330341  -10.715062  7.921250  -0.1066
C  -5.514357  -11.356036  6.714357  -0.0586
C  -6.798842  -11.461170  6.062876  -0.2783
P  -6.939776  -12.264409  4.412578  1.1089
C  -6.505763  -14.018724  4.926171  -0.3460
C  -7.006486  -14.560809  6.110972  -0.1014
C  -6.899496  -15.915579  6.323085  -0.0807
C  -6.204653  -16.738174  5.375500  -0.0936
C  -5.866663  -16.208816  4.158823  -0.1209
C  -6.066361  -14.849337  3.865981  -0.1078
C  -5.502042  -11.706285  3.490998  -0.4128
C  -4.189718  -12.228696  3.611015  -0.1013
C  -3.128799  -11.778165  2.814716  -0.0845
C  -3.310450  -10.777202  1.874366  -0.0794
C  -4.642121  -10.349687  1.670804  -0.0754
C  -5.712286  -10.900365  2.393735  -0.1209
H  -8.541890  -9.508803  8.207773  0.1073
H  -6.182412  -9.587094  9.357663  0.0998
H  -4.388444  -10.545827  8.349160  0.0911
H  -4.623140  -11.830392  6.178950  0.1156
H  -7.480976  -13.946645  6.762345  0.0638
H  -7.270921  -16.370395  7.257263  0.1047
H  -6.134351  -17.832115  5.587997  0.1124
H  -5.569607  -16.876623  3.302641  0.1153
H  -5.661442  -14.304326  3.010916  0.0921
H  -3.867576  -12.862958  4.350505  0.0700
H  -2.087978  -12.109737  2.979514  0.1121
H  -2.463751  -10.450078  1.357201  0.0808
H  -4.862097  -9.790550  0.755707  0.1003
H  -6.793173  -10.571167  2.236758  0.1184
O  -9.681772  -16.380635  8.055399  0.0619
C  -10.397523  -15.404817  8.238510  -0.6222
O  -10.237673  -14.245193  7.612962  -0.2432
C  -11.472049  -15.414840  9.209317  -0.1745
C  -11.091587  -15.437712  10.585649  -0.0372
C  -11.997069  -15.264386  11.614396  -0.0971
C  -13.365366  -15.181119  11.267068  -0.0792
C  -13.746900  -15.122532  9.906148  -0.1571
C  -12.846349  -15.187715  8.893635  -0.6274
S  -13.379366  -14.904815  7.191936  0.4941
H  -10.083463  -15.587018  10.809082  0.0990
H  -11.661608  -15.405968  12.677476  0.1168
H  -14.099877  -15.291103  12.055997  0.0936
H  -14.798748  -14.962871  9.646659  0.0987
C  -10.926714  -17.076959  4.445479  -0.0866
C  -9.886993  -16.037255  4.543729  -0.2045
C  -10.445140  -14.676657  4.638908  -0.1481
N  -10.970865  -13.675073  4.828139  0.1192
H  -10.580354  -18.117272  4.413527  0.1006
H  -11.542976  -16.861821  3.620541  0.0711
H  -11.497223  -17.037802  5.305148  0.0427
H  -9.169840  -16.093152  3.673242  0.1427
H  -9.311408  -16.090181  5.494614  0.1017

Atoms 1-6, force components in eV/Å:
Lu 1.4075 -0.9608 0.2534
N 0.5370 -0.2018 -0.3594
C -1.8289 2.0938 -1.2734
C -0.6158 -1.5230 -0.6118
N -0.6326 -0.4146 0.0694
C -0.6408 0.2537 0.9362

The energy relative to the best compared isomer or geometry (same formula, charge and spin) comes out at 1.5362 eV. The HOMO energy is -7.8 eV. The calculation puts the HOMO-LUMO gap at 8.113 eV. The maximum force is 3.35 eV Å⁻¹. Its total energy is -3774.32552 hartree.


Record 2
An isolated molecule of C6H11NO at a distorted geometry. Source: the OMol25 dataset; level of theory: ωB97M-V/def2-TZVPD.

Last column: natural (NBO) charge in e.
Element x y z (Å)
C  -1.299488  1.426484  -1.010881  -0.6294
C  1.186695  -1.234385  -1.315328  -0.6324
C  -0.725287  -0.246990  0.880007  0.2137
C  0.650851  -0.036974  0.915387  0.0688
N  1.369100  0.403137  2.024924  -0.8052
C  -1.267415  0.061076  -0.373221  -0.2123
C  1.148534  -0.039655  -0.401533  -0.1652
O  -1.391518  -0.870275  1.916157  -0.6870
H  -2.330486  -0.662617  1.856966  0.4820
H  2.288400  -0.000160  2.130844  0.3777
H  0.845573  0.389876  2.888485  0.3836
H  -2.105614  -0.564577  -0.699966  0.1780
H  1.958253  0.667061  -0.606341  0.1805
H  -2.265347  1.912810  -0.827475  0.2011
H  -0.510996  2.065223  -0.615918  0.2180
H  -1.190523  1.356741  -2.095996  0.2049
H  0.409830  -1.954170  -1.061170  0.2152
H  2.159748  -1.736179  -1.244660  0.2032
H  1.069691  -0.936428  -2.360281  0.2047

Atoms 1-6, force components in eV/Å:
C 0.3930 -0.1641 -0.2469
C -0.4079 0.1813 -0.1831
C -0.6582 -0.4819 -0.8812
C 0.5373 0.6119 -0.7650
N 0.0631 0.0013 -0.0418
C -0.7584 -0.1773 1.0489

The energy relative to the best compared isomer or geometry (same formula, charge and spin) comes out at 3.2125 eV. The HOMO energy (alpha / beta) is -7.7 / -7.7 eV. The calculation puts the HOMO-LUMO gap (alpha / beta) at 8.460 / 8.459 eV. The maximum force is 1.31 eV Å⁻¹. The SMILES is C/C=C(N)\C(O)=C/C. Its total energy is -365.11341 hartree.


Record 3
A structure of composition C25H28N3O4ReSTe. Source: the OMol25 dataset; level of theory: ωB97M-V/def2-TZVPD.

Last column: Löwdin charge in e.
Element x y z (Å)
Re  0.211562  -0.396005  1.065110  1.2909
C  -0.776728  -2.134068  -0.039014  -0.1037
C  0.476395  -2.579718  0.470961  -0.1182
C  1.502661  -1.854690  -0.175558  -0.1733
C  0.878123  -0.895606  -1.040446  -0.1549
C  -0.535598  -1.100909  -0.972838  -0.1115
H  -1.734661  -2.530825  0.264897  0.1470
H  0.597307  -3.384478  1.183304  0.1545
H  2.561626  -2.031102  -0.072019  0.1107
H  1.381636  -0.202121  -1.698057  0.1406
H  -1.280769  -0.561575  -1.539873  0.1499
Te  2.723976  0.668244  1.357023  1.6985
C  1.913079  0.325769  3.252660  -0.5380
C  2.055118  1.203458  4.313647  -0.0822
C  1.313137  0.970521  5.468025  0.0221
C  0.363245  -0.046505  5.525245  -0.0132
C  0.165511  -0.888362  4.445638  -0.0149
C  0.963713  -0.723879  3.298351  -0.2956
C  4.200971  -0.807665  1.268004  -0.5300
C  4.247917  -1.886920  2.147001  -0.1146
C  5.302868  -2.776012  2.026320  -0.0273
C  6.276870  -2.581595  1.048062  -0.0093
C  6.213394  -1.496582  0.187825  -0.0242
C  5.168236  -0.584604  0.292460  -0.1296
H  2.757395  2.025982  4.268870  0.1295
H  1.462417  1.605887  6.332562  0.1460
H  -0.226444  -0.179971  6.421791  0.1304
H  -0.551094  -1.696693  4.511818  0.1275
H  1.112978  -1.621886  2.671788  0.0882
H  3.511337  -2.022480  2.929673  0.1033
H  5.377123  -3.615261  2.704846  0.1294
H  7.098819  -3.280411  0.968902  0.1332
H  6.980707  -1.345299  -0.559219  0.1325
H  5.135075  0.274449  -0.367547  0.1071
C  -4.979640  0.426272  7.908312  -0.0857
C  -4.277303  -0.526008  6.949686  -0.2815
S  -3.475214  0.277650  5.598061  0.6743
O  -2.544852  1.272111  6.092449  -0.3169
O  -2.926051  -0.718662  4.688369  -0.3288
C  -4.755895  1.126092  4.674066  -0.1779
C  -4.128605  2.082472  3.664831  -0.0799
N  -3.377658  1.343239  2.617679  0.0859
C  -2.047460  1.262962  2.563418  -0.2708
N  -1.669127  0.352775  1.621476  -0.0364
C  -2.847011  -0.078889  1.013662  -0.0121
C  -3.875708  0.508804  1.637938  -0.0913
N  -5.278746  0.340144  1.293299  -0.3115
O  -6.086503  0.955959  1.950213  0.1416
O  -5.489421  -0.418929  0.381737  0.1604
C  -1.139074  2.141099  3.328542  0.0363
H  -5.276619  -0.131517  8.794247  0.0979
H  -5.884968  0.847735  7.473769  0.0819
H  -4.316256  1.230099  8.223326  0.0883
H  -4.941495  -1.269717  6.506389  0.1192
H  -3.450623  -1.052884  7.434896  0.1184
H  -5.403109  1.691847  5.343844  0.1268
H  -5.344086  0.345688  4.196752  0.1102
H  -3.409445  2.728233  4.160832  0.1248
H  -4.888994  2.696152  3.191520  0.1457
H  -2.911828  -0.741907  0.174560  0.1145
H  -1.396448  3.187178  3.150523  0.1276
H  -0.111158  2.002690  3.004528  0.0625
H  -1.232243  1.957893  4.397733  0.0755

Atoms 1-6, force components in eV/Å:
Re -0.3885 -0.6188 -0.4137
C 0.0540 -0.0662 0.0916
C -0.0740 -0.1530 -0.0586
C -0.0039 0.0621 0.0642
C -0.1265 0.2563 0.1296
C 0.0922 0.0876 0.0134

The HOMO energy (alpha / beta) is -17.8 / -17.8 eV. The net charge is +3. The calculation puts the HOMO-LUMO gap (alpha / beta) at 6.038 / 6.389 eV. The maximum force is 0.84 eV Å⁻¹. As for the spin multiplicity: 2. Its expectation value of S² is 0.77. Its total energy is -2177.97684 hartree.


Record 4
A structure of composition C26H24N7NiO4 at a distorted geometry. Source: the OMol25 dataset; level of theory: ωB97M-V/def2-TZVPD.

Last column: natural (NBO) charge in e.
Element x y z (Å)
Ni  0.233995  -1.430310  0.322881  1.1557
O  7.363495  -0.351110  0.167381  -0.6509
C  6.987995  -1.631410  0.070081  0.7679
O  7.810295  -2.495310  -0.053119  -0.5356
C  5.518395  -1.939510  0.104981  -0.1453
C  5.172795  -3.293710  0.105081  -0.1446
C  3.857895  -3.704610  0.092981  -0.2160
C  2.840995  -2.743110  0.094681  0.1954
C  3.190895  -1.386710  0.102781  -0.1865
C  4.504195  -0.978910  0.101581  -0.1754
N  1.483895  -2.979510  0.053281  -0.5154
C  0.901095  -4.146110  0.038881  0.1240
C  -0.524105  -4.157110  0.025181  0.1234
C  -1.273505  -5.342910  0.070581  -0.1869
C  -2.648105  -5.282310  0.104581  -0.1382
C  -3.258505  -4.027810  0.049681  -0.2167
C  -2.465905  -2.896510  -0.005119  0.0783
N  -1.133905  -2.933510  0.008181  -0.5114
H  6.641095  0.276190  0.290381  0.4844
H  5.975395  -4.017410  0.113581  0.2592
H  3.631195  -4.758210  0.081681  0.2177
H  2.371395  -0.665310  0.111681  0.1868
H  4.716595  0.082590  0.091281  0.2059
H  1.449295  -5.081110  0.066481  0.2067
H  -0.753405  -6.288110  0.084181  0.2373
H  -3.245205  -6.181210  0.162081  0.2431
H  -4.333305  -3.934610  0.045081  0.2440
H  -2.934505  -1.924210  -0.087519  0.2122
C  -1.129105  -1.296910  4.132781  -0.2841
O  -0.962705  -1.388010  2.695381  -0.5480
C  0.249195  -1.437510  2.205381  0.4442
O  1.299595  -1.426510  2.788381  -0.6270
H  -2.191005  -1.125010  4.289081  0.1992
H  -0.531605  -0.472110  4.522781  0.2016
H  -0.814905  -2.229210  4.602081  0.2005
C  -2.307405  0.769690  0.734581  -0.6653
C  -0.991905  1.341990  0.384281  0.4184
N  0.065395  0.648490  -0.005519  -0.6091
C  1.038195  1.572190  -0.305019  -0.0803
C  0.559795  2.820490  -0.071219  -0.0674
N  -0.726505  2.665690  0.371581  -0.3378
C  -1.669505  3.715290  0.669381  -0.0411
N  -2.592305  3.900090  -0.407719  -0.2366
N  -3.850705  3.413390  -0.365319  -0.0269
N  -4.484005  3.741590  -1.400919  -0.1888
C  -3.679005  4.478490  -2.218319  0.0226
C  -3.905905  5.108290  -3.440019  -0.1591
C  -2.847805  5.783690  -3.999519  -0.2213
C  -1.585305  5.819590  -3.393019  -0.1722
C  -1.341905  5.223790  -2.176319  -0.2714
C  -2.415005  4.572890  -1.585919  0.1587
H  -2.176905  -0.289710  0.945381  0.2373
H  -3.000105  0.890790  -0.098419  0.2547
H  -2.743405  1.260490  1.600881  0.2420
H  1.997195  1.301590  -0.699519  0.2218
H  1.027195  3.778890  -0.154519  0.2332
H  -1.117505  4.644090  0.850081  0.2330
H  -2.246805  3.451390  1.563081  0.2453
H  -4.872905  5.067690  -3.908919  0.2369
H  -2.983905  6.307190  -4.931619  0.2283
H  -0.780205  6.333090  -3.893119  0.2256
H  -0.368705  5.265990  -1.713619  0.2138

Atoms 1-6, force components in eV/Å:
Ni -0.2145 0.2413 -1.3161
O 0.2566 0.3915 0.0155
C 0.0435 -0.2795 -0.0405
O -0.1570 0.2081 0.0481
C -0.3662 -0.0931 -0.0434
C 0.1986 0.1446 0.0257

The energy relative to the best compared isomer or geometry (same formula, charge and spin) comes out at 0.9191 eV. The HOMO energy (alpha / beta) is -10.4 / -11.4 eV. The net charge is +1. The calculation puts the HOMO-LUMO gap (alpha / beta) at 6.076 / 6.984 eV. The maximum force is 2.47 eV Å⁻¹. As for the spin multiplicity: 3. Its expectation value of S² is 2.01. Its total energy is -3197.53155 hartree.